[1]
Computed, not measured: a gas-phase ion, C8H12N3S2 (charge +1), with wB97M-V/def2-TZVPD.

Last column: Löwdin charge in e.
Geometry (Å):
C (3.827, -0.193, -1.011)  -0.139
C (3.010, 0.951, -0.768)  -0.111
C (3.479, -1.230, -0.176)  -0.398
C (1.885, 0.644, -0.056)  -0.499
C (-2.085, -0.167, 0.888)  -0.418
C (0.691, 1.381, 0.223)  -0.608
C (-3.356, 0.597, 0.976)  -0.050
C (-1.178, -1.967, -0.524)  -0.041
N (-1.104, 0.670, 1.665)  0.204
N (-0.070, 1.021, 1.210)  0.045
N (-1.652, -0.578, -0.377)  -0.052
S (2.061, -0.974, 0.693)  1.079
S (0.306, 2.940, -0.560)  0.906
H (4.725, -0.164, -1.686)  0.139
H (3.066, 1.868, -1.436)  0.131
H (3.886, -2.283, -0.131)  0.110
H (-2.252, -1.067, 1.444)  0.145
H (-4.144, -0.214, 0.981)  0.107
H (-3.725, 1.392, 0.326)  0.083
H (-3.621, 1.068, 2.014)  0.125
H (-1.520, -2.339, -1.524)  0.119
H (-0.247, -2.078, -0.177)  -0.017
H (-2.019, -2.450, 0.000)  0.098
H (-1.624, 0.128, -1.074)  0.116
H (1.661, 3.044, -0.918)  -0.073

Results
F_max = 6.87 eV/Å
HOMO level = -12.50 eV
ΔE to the lowest compared entry with this formula, charge and spin = 49.80 kcal per mole
Gap between HOMO and LUMO = 7.8 eV
DFT total energy = -34620.5876 eV
Net charge = +1

---

[2]
Computed, not measured: 4 unconnected molecules or ions with the total composition C8H12N4, with wB97M-V/def2-TZVPD.

Last column: Löwdin charge in e.
Geometry (Å):
C (-1.382, -2.086, -1.993)  -0.052
C (0.040, -1.583, -2.080)  -0.228
N (1.085, -1.060, -2.039)  0.118
H (-2.038, -1.325, -2.446)  0.082
H (-1.642, -2.201, -0.975)  0.064
H (-1.490, -2.943, -2.598)  0.055
C (3.635, -3.129, 1.413)  -0.081
C (5.039, -2.682, 1.604)  -0.282
N (6.158, -2.439, 1.690)  0.117
H (3.288, -3.716, 2.273)  0.074
H (3.628, -3.830, 0.536)  0.094
H (2.905, -2.311, 1.299)  0.075
C (0.773, 1.797, -0.422)  -0.066
C (-0.640, 1.638, -0.792)  -0.264
N (-1.686, 1.486, -1.225)  0.140
H (0.829, 1.943, 0.670)  0.088
H (1.301, 2.635, -0.847)  0.078
H (1.325, 0.904, -0.679)  0.035
C (-3.755, 3.355, 0.728)  -0.093
C (-3.118, 2.873, 1.951)  -0.291
N (-2.515, 2.444, 2.838)  0.116
H (-4.700, 3.857, 0.830)  0.067
H (-3.949, 2.420, 0.185)  0.068
H (-3.092, 3.953, 0.080)  0.085

Results
SMILES = CC#N.CC#N.CC#N.CC#N
F_max = 2.78 eV/Å
HOMO level = -11.62 eV
ΔE to the lowest compared entry with this formula, charge and spin = 49.30 kcal per mole
Gap between HOMO and LUMO = 12.1 eV
DFT total energy = -14449.4140 eV

---

[3]
Computed, not measured: 2 unconnected molecules or ions with the total composition C8H12N4, with wB97M-V/def2-TZVPD.

Last column: Löwdin charge in e.
Geometry (Å):
C (1.415, 1.441, 2.204)  -0.194
C (0.038, 1.084, 1.613)  -0.162
C (0.225, -0.294, 1.003)  -0.257
C (0.931, -1.332, 1.831)  -0.081
C (1.702, -0.530, 0.821)  -0.248
C (2.438, 0.705, 1.319)  -0.164
C (-1.534, -0.676, -4.046)  -0.191
C (-3.050, -0.374, -2.065)  -0.187
H (1.593, 2.525, 2.229)  0.104
H (1.490, 1.088, 3.242)  0.103
H (-0.758, 1.114, 2.367)  0.106
H (-0.240, 1.794, 0.813)  0.111
H (-0.480, -0.629, 0.248)  0.092
H (0.747, -2.364, 1.599)  0.092
H (1.090, -1.146, 2.892)  0.104
H (2.079, -1.043, -0.061)  0.131
H (3.361, 0.460, 1.860)  0.107
H (2.718, 1.327, 0.458)  0.109
H (-0.875, -0.807, -4.909)  0.110
H (-3.718, -0.244, -1.196)  0.117
N (-2.844, -0.670, -4.288)  0.046
N (-3.638, -0.513, -3.253)  0.047
N (-1.744, -0.379, -1.819)  0.048
N (-0.948, -0.537, -2.861)  0.056

Results
SMILES = C1C[C@@H]2C[C@@H]2C1.c1nncnn1
F_max = 0.81 eV/Å
HOMO level = -9.61 eV
ΔE to the lowest compared entry with this formula, charge and spin = 88.05 kcal per mole
Gap between HOMO and LUMO = 8.6 eV
DFT total energy = -14447.7337 eV

---

[4]
Computed, not measured: a molecular structure, C8H12N4O, with wB97M-V/def2-TZVPD.

Last column: Löwdin charge in e.
Geometry (Å):
C (-2.879, 1.514, 0.039)  -0.127
C (-1.463, 1.193, -0.008)  -0.192
C (-1.528, -0.142, 0.071)  -0.014
C (-0.141, 1.846, -0.046)  -0.149
C (0.848, 0.953, -0.763)  -0.137
C (1.118, -0.392, -0.045)  -0.493
C (1.507, -0.150, 1.440)  -0.001
C (2.345, -1.183, -0.704)  -0.034
N (-3.636, 0.471, 0.095)  0.015
N (-0.174, -2.532, -0.181)  -0.107
N (-2.826, -0.615, 0.079)  0.033
N (-0.080, -1.258, -0.177)  0.045
O (-1.251, -3.119, -0.074)  -0.067
H (-3.443, 2.507, 0.014)  0.132
H (-0.290, 2.894, -0.613)  0.174
H (0.084, 2.024, 0.925)  0.057
H (0.568, 0.604, -1.810)  0.149
H (1.875, 1.237, -1.004)  0.119
H (2.567, -0.101, 1.476)  0.061
H (1.009, -0.988, 1.990)  0.112
H (1.060, 0.797, 1.651)  0.048
H (3.368, -0.792, -0.262)  0.118
H (2.324, -1.026, -1.744)  0.044
H (2.343, -2.285, -0.698)  0.073
H (-3.304, -1.460, 0.350)  0.141

Results
F_max = 5.94 eV/Å
HOMO level = -9.06 eV
ΔE to the lowest compared entry with this formula, charge and spin = 111.31 kcal per mole
Gap between HOMO and LUMO = 9.8 eV
DFT total energy = -16492.9853 eV

---

[5]
Computed, not measured: C8H12N4O in the gas phase, with wB97M-V/def2-TZVPD.

Last column: Löwdin charge in e.
Geometry (Å):
C (1.419, 1.377, 0.424)  -0.005
C (0.137, 1.632, 0.303)  -0.269
C (2.156, 0.238, -0.075)  -0.365
C (-0.776, -0.608, 0.040)  -0.355
C (3.340, 0.396, -0.651)  0.048
C (-2.817, -0.384, -0.874)  -0.188
C (-2.282, 1.081, -0.471)  -0.047
C (0.152, -2.535, 0.920)  -0.065
N (-1.816, -1.217, -0.403)  0.062
N (1.552, -0.973, 0.034)  0.068
N (-0.882, 0.756, -0.042)  0.032
N (0.309, -1.145, 0.679)  -0.113
O (-0.461, 2.764, 0.942)  0.031
H (2.021, 2.254, 0.793)  0.140
H (3.828, -0.409, -1.056)  0.030
H (3.638, 1.380, -0.760)  0.035
H (-3.690, -0.543, -0.285)  0.089
H (-3.002, -0.573, -1.982)  0.132
H (-2.183, 1.673, -1.387)  0.107
H (-2.817, 1.680, 0.306)  0.122
H (-0.894, -2.634, 1.348)  0.114
H (0.233, -3.000, -0.067)  0.089
H (0.854, -2.852, 1.660)  0.083
H (1.700, -1.680, -0.638)  0.127
H (0.280, 3.320, 1.241)  0.099

Results
SMILES = C=c1cc(O)n2c(n(C)[nH]1)=NCC2
F_max = 4.11 eV/Å
HOMO level = -7.48 eV
ΔE to the lowest compared entry with this formula, charge and spin = 58.90 kcal per mole
Gap between HOMO and LUMO = 8.2 eV
DFT total energy = -16495.2581 eV

---

[6]
Computed, not measured: 2 unconnected molecules or ions with the total composition C8H12N4S, with wB97M-V/def2-TZVPD.

Last column: Löwdin charge in e.
Geometry (Å):
C (-1.260, 2.316, 0.554)  -0.105
C (-0.121, 0.956, 1.840)  -0.086
C (0.132, 1.893, 0.874)  -0.321
C (1.026, -1.961, -2.254)  -0.620
C (-0.825, -2.008, -0.239)  -0.612
C (1.306, 2.436, 0.186)  -0.099
C (2.065, -1.128, -2.910)  -0.111
C (-2.078, -0.058, 2.874)  0.035
N (-2.123, 1.672, 1.280)  0.063
N (0.595, -3.060, -2.608)  0.128
N (-1.561, -2.236, 0.769)  0.035
N (-1.484, 0.800, 2.069)  -0.217
S (0.311, -0.992, -0.716)  0.955
H (-1.420, 3.132, -0.180)  0.120
H (0.534, 0.545, 2.580)  0.121
H (1.399, 3.572, 0.202)  0.097
H (2.313, 1.958, 0.510)  0.104
H (1.250, 2.114, -0.890)  0.069
H (2.315, -0.267, -2.210)  0.060
H (1.456, -0.806, -3.780)  0.095
H (3.044, -1.706, -3.146)  0.119
H (-3.134, 0.153, 2.959)  0.074
H (-1.635, -0.689, 3.533)  0.036
H (-0.087, -3.471, -2.088)  -0.004
H (-2.017, -3.165, 0.791)  0.066

Results
F_max = 4.71 eV/Å
HOMO level (alpha / beta) = -6.59 / -8.95 eV
Multiplicity = 3
Gap between HOMO and LUMO (alpha / beta) = 7.3 / 8.3 eV
DFT total energy = -25280.3448 eV